DFT (the ωB97M-V functional and the def2-TZVPD basis) results for a gas-phase ion, N2 (charge -1).

Properties
Calculated total energy, Ha: -109.46315
ΔE to the lowest compared entry with this formula, charge and spin, kJ/mol: 25.1
Lowest unoccupied orbital energy (alpha / beta), eV: 8.1 / 8.1
E_HOMO (alpha / beta), eV: 2.88 / -5.14

```
! wB97M-V def2-TZVPD RIJCOSX def2/J DEFGRID3
* xyz -1 2
N 0.00 0.00 0.56
N 0.00 0.00 -0.56
*
```

---

DFT (the ωB97M-V functional and the def2-TZVPD basis) results for a molecular structure, C7H10O.

Properties
Calculated total energy, Ha: -347.68390
ΔE to the lowest compared entry with this formula, charge and spin, kJ/mol: 733.3
Lowest unoccupied orbital energy, eV: 0.6
E_HOMO, eV: -7.64

```
! wB97M-V def2-TZVPD RIJCOSX def2/J DEFGRID3
* xyz 0 1
C -1.28 -2.24 -0.35
C -0.22 -0.10 -0.34
C 0.92 0.67 -0.27
C 2.22 0.13 -0.69
C 0.64 1.93 0.53
C -0.64 1.61 1.06
C -1.27 0.58 0.35
H -0.86 -3.57 -0.11
H -1.52 -1.49 0.95
H -2.33 -2.07 -1.23
H 2.91 0.84 -1.36
H 2.30 -0.75 -1.22
H 2.84 -0.15 0.18
H 1.43 2.79 0.71
H -1.12 2.27 1.92
H -1.60 -0.18 1.16
H -2.12 1.00 -0.20
O -0.30 -1.27 -1.09
*
```

---

DFT (the ωB97M-V functional and the def2-TZVPD basis) results for a molecular structure, C45H42BrN2O3PbS3.

Properties
Calculated total energy, Ha: -6036.79457
ΔE to the lowest compared entry with this formula, charge and spin, kJ/mol: 120.5
Lowest unoccupied orbital energy, eV: 2.4
E_HOMO, eV: -4.47

```
! wB97M-V def2-TZVPD RIJCOSX def2/J DEFGRID3
* xyz -1 1
Pb -0.07 -0.16 -0.26
C 2.22 5.45 -5.37
C 1.09 4.55 -5.89
C 0.08 5.43 -6.63
C 1.66 3.53 -6.89
C 0.47 3.78 -4.73
C 1.27 2.96 -3.96
C 0.70 2.21 -2.96
Br 1.88 1.09 -1.87
C -0.68 2.16 -2.64
O -1.15 1.36 -1.78
C -1.47 3.10 -3.38
C -0.88 3.84 -4.40
C -2.95 3.34 -3.09
C -3.15 4.84 -2.79
C -3.78 2.94 -4.32
C -3.50 2.57 -1.89
H 2.67 6.00 -6.19
H 3.00 4.87 -4.88
H 1.82 6.17 -4.65
H 0.58 5.94 -7.45
H -0.33 6.18 -5.96
H -0.72 4.83 -7.04
H 2.13 4.04 -7.73
H 0.86 2.90 -7.27
H 2.40 2.89 -6.42
H 2.33 2.89 -4.12
H -1.52 4.50 -4.96
H -2.86 5.46 -3.63
H -2.54 5.12 -1.93
H -4.19 5.04 -2.55
H -3.49 3.51 -5.20
H -4.84 3.13 -4.13
H -3.65 1.89 -4.54
H -2.92 2.78 -1.00
H -3.46 1.49 -2.06
H -4.54 2.86 -1.72
S -1.41 -1.24 2.15
C -1.67 0.22 3.17
C -2.30 -0.02 4.39
C -2.45 0.99 5.32
C -1.94 2.25 5.03
C -1.32 2.49 3.83
C -1.15 1.48 2.86
S -0.36 1.97 1.40
H -2.69 -1.00 4.58
H -2.95 0.80 6.26
H -2.04 3.05 5.75
H -0.93 3.47 3.59
O 0.16 -4.45 -1.34
S 0.49 -3.14 -1.85
O -0.63 -2.34 -2.30
N 1.28 -2.22 -0.81
C 2.35 -2.58 -0.09
C 3.09 -3.75 -0.28
C 4.18 -4.05 0.52
C 4.58 -3.21 1.54
C 3.87 -2.02 1.78
C 4.21 -1.12 2.81
C 3.48 0.02 2.98
C 2.41 0.27 2.12
N 2.06 -0.56 1.16
C 2.75 -1.69 0.96
C 1.53 -3.39 -3.31
C 1.40 -4.56 -4.03
C 2.18 -4.76 -5.16
C 3.07 -3.78 -5.56
C 3.19 -2.61 -4.84
C 2.42 -2.40 -3.71
H 2.79 -4.42 -1.07
H 4.73 -4.96 0.34
H 5.43 -3.45 2.16
H 5.06 -1.35 3.45
H 3.71 0.73 3.76
H 1.81 1.16 2.22
H 0.69 -5.29 -3.69
H 2.08 -5.68 -5.72
H 3.68 -3.94 -6.44
H 3.88 -1.84 -5.17
H 2.49 -1.49 -3.14
C -6.21 0.74 0.11
C -5.38 1.12 1.16
C -4.23 0.43 1.43
C -3.86 -0.70 0.68
C -2.70 -1.49 0.92
C -2.45 -2.61 0.16
C -3.30 -2.98 -0.88
C -4.40 -2.23 -1.16
C -4.71 -1.09 -0.39
C -5.87 -0.34 -0.66
H -7.12 1.30 -0.10
H -5.65 1.98 1.77
H -3.60 0.76 2.24
H -1.56 -3.20 0.35
H -3.04 -3.85 -1.47
H -5.07 -2.49 -1.98
H -6.49 -0.64 -1.50
*
```

---

DFT (the ωB97M-V functional and the def2-TZVPD basis) results for 16 unconnected molecules or ions with the total composition C54H148N20O24.

Properties
Calculated total energy, Ha: -5046.58859
Lowest unoccupied orbital energy, eV: -0.1
E_HOMO, eV: -8.34

```
! wB97M-V def2-TZVPD RIJCOSX def2/J DEFGRID3
* xyz 0 1
C -3.98 3.25 -3.69
O -5.07 2.80 -3.97
N -2.95 2.44 -3.54
N -3.76 4.49 -3.50
H -3.12 1.48 -3.80
H -2.03 2.85 -3.59
H -3.02 4.59 -2.82
H -4.45 5.22 -3.62
C -1.77 0.06 5.00
O -1.77 -0.65 4.02
N -0.75 0.84 5.26
N -2.67 0.10 5.97
H 0.04 0.88 4.64
H -0.75 1.14 6.23
H -2.68 0.64 6.83
H -3.46 -0.51 5.84
C -2.54 -3.69 -1.41
O -3.26 -4.59 -1.90
N -2.95 -2.49 -1.26
N -1.34 -4.00 -1.09
H -3.95 -2.41 -1.38
H -2.26 -1.78 -1.07
H -1.04 -4.95 -1.28
H -0.77 -3.25 -0.74
C 1.14 -2.17 2.90
O 1.65 -1.03 2.93
N 1.77 -3.29 3.02
N -0.12 -2.51 3.12
H 1.10 -4.05 3.07
H 2.66 -3.20 3.47
H -0.40 -3.48 3.08
H -0.72 -1.78 3.48
C 4.20 -0.18 -0.96
O 4.49 0.89 -1.41
N 4.16 -1.26 -1.68
N 3.72 -0.21 0.23
H 3.94 -2.03 -1.07
H 4.29 -1.26 -2.68
H 3.63 -1.02 0.82
H 3.66 0.66 0.75
C 2.50 -4.18 -0.72
O 3.46 -3.57 -0.30
N 1.36 -4.30 -0.14
N 2.52 -5.06 -1.62
H 1.01 -5.19 -0.45
H 1.38 -3.98 0.82
H 3.42 -5.42 -1.90
H 1.67 -5.42 -2.05
C -9.48 1.56 -5.15
O -8.76 0.41 -5.68
C -8.07 0.86 -6.80
C -7.53 -0.21 -7.82
N -6.56 -1.17 -7.45
C -5.40 -0.63 -6.75
C -4.24 -1.65 -6.57
O -3.38 -1.06 -5.60
C -2.48 -2.00 -4.91
H -10.53 1.32 -5.06
H -9.44 2.55 -5.61
H -9.07 1.71 -4.15
H -7.14 1.39 -6.60
H -8.71 1.48 -7.43
H -7.30 0.37 -8.71
H -8.46 -0.70 -8.14
H -6.28 -1.52 -8.36
H -5.73 -0.18 -5.81
H -4.94 0.15 -7.37
H -3.68 -1.84 -7.49
H -4.63 -2.57 -6.15
H -1.65 -1.88 -5.62
H -2.82 -3.03 -4.84
H -2.19 -1.59 -3.95
C 6.33 6.68 6.54
O 6.21 5.92 5.37
C 5.15 4.86 5.55
C 3.72 5.39 5.89
N 3.15 6.46 5.09
C 3.10 6.12 3.66
C 2.10 5.01 3.19
O 2.64 3.72 3.60
C 2.25 2.66 2.86
H 5.87 7.65 6.37
H 7.35 6.99 6.78
H 5.92 6.17 7.41
H 5.54 4.17 6.29
H 5.07 4.27 4.64
H 3.82 5.83 6.88
H 3.07 4.52 6.01
H 3.79 7.22 5.24
H 4.11 5.88 3.32
H 2.78 7.05 3.19
H 1.92 5.15 2.12
H 1.07 5.13 3.54
H 2.66 1.73 3.26
H 2.52 2.81 1.81
H 1.17 2.49 2.82
C -2.10 4.51 2.30
O -2.22 4.67 0.91
C -1.58 5.80 0.42
C -1.98 5.95 -1.03
N -1.53 4.87 -1.79
C -0.17 5.07 -2.38
C 0.24 3.83 -3.12
O 0.26 2.66 -2.29
C 1.20 2.73 -1.24
H -1.15 4.21 2.76
H -2.88 3.78 2.53
H -2.34 5.44 2.81
H -0.52 5.59 0.54
H -1.81 6.77 0.86
H -1.71 6.92 -1.43
H -3.06 5.82 -0.92
H -1.44 4.05 -1.20
H 0.50 5.47 -1.62
H -0.21 5.91 -3.07
H 1.23 3.98 -3.55
H -0.18 3.57 -4.09
H 2.15 3.18 -1.52
H 1.25 1.75 -0.75
H 0.83 3.36 -0.43
C 5.24 -1.22 2.88
O 5.53 -0.15 3.87
C 4.57 0.09 4.95
C 4.76 1.57 5.37
N 5.99 1.80 6.09
C 5.69 1.68 7.47
C 6.94 2.08 8.25
O 7.07 3.55 8.02
C 7.44 4.41 9.13
H 4.20 -1.52 2.83
H 5.80 -2.09 3.24
H 5.55 -0.81 1.92
H 4.91 -0.60 5.72
H 3.52 -0.07 4.71
H 3.87 1.81 5.95
H 4.78 2.20 4.49
H 6.60 1.03 5.87
H 5.47 0.71 7.90
H 4.98 2.48 7.68
H 7.83 1.46 8.12
H 6.66 1.94 9.29
H 6.48 4.61 9.60
H 7.98 5.31 8.82
H 8.02 3.82 9.84
C 0.41 -8.07 6.59
O -0.19 -7.77 5.35
C 0.67 -7.37 4.36
C -0.15 -6.88 3.15
N -0.63 -5.50 3.12
C -1.35 -5.19 1.99
C -2.66 -6.00 1.73
O -3.36 -6.49 2.94
C -4.48 -7.30 2.67
H 0.87 -7.13 6.89
H 1.15 -8.87 6.54
H -0.34 -8.30 7.34
H 1.29 -8.26 4.28
H 1.29 -6.57 4.76
H -0.98 -7.58 3.07
H 0.58 -7.08 2.36
H -1.34 -5.39 3.83
H -0.68 -5.14 1.13
H -1.70 -4.16 2.07
H -2.46 -6.97 1.27
H -3.31 -5.45 1.04
H -5.25 -6.95 1.98
H -4.78 -7.61 3.67
H -4.09 -8.20 2.20
C -4.72 -1.34 1.53
O -6.00 -1.84 1.84
C -6.00 -2.89 2.80
C -7.38 -3.20 3.37
N -8.14 -3.96 2.34
C -9.51 -4.39 2.63
C -10.32 -4.98 1.45
O -10.65 -4.01 0.53
C -11.11 -4.54 -0.65
H -3.98 -2.03 1.13
H -4.33 -1.01 2.50
H -4.69 -0.57 0.76
H -5.55 -2.52 3.72
H -5.44 -3.76 2.48
H -7.96 -2.30 3.57
H -7.24 -3.70 4.32
H -8.09 -3.45 1.47
H -10.02 -3.50 2.99
H -9.60 -5.09 3.46
H -11.26 -5.34 1.88
H -9.86 -5.90 1.09
H -11.81 -5.35 -0.45
H -10.21 -4.84 -1.20
H -11.61 -3.82 -1.30
C 3.33 4.76 -5.76
O 4.65 4.79 -5.38
C 5.32 3.53 -5.32
C 4.87 2.62 -4.16
N 4.91 1.10 -4.45
C 6.30 0.77 -4.73
C 6.96 0.17 -3.56
O 7.53 1.13 -2.79
C 8.00 0.66 -1.60
H 2.59 4.10 -5.30
H 3.28 4.55 -6.83
H 2.98 5.78 -5.65
H 6.40 3.72 -5.34
H 5.06 2.90 -6.16
H 3.85 2.82 -3.83
H 5.42 3.08 -3.33
H 4.69 0.81 -3.51
H 6.92 1.58 -5.11
H 6.47 0.05 -5.52
H 7.77 -0.38 -4.04
H 6.44 -0.60 -3.01
H 8.99 0.20 -1.61
H 7.30 0.01 -1.08
H 8.01 1.53 -0.94
C 4.31 -2.95 -4.38
O 3.50 -1.80 -4.23
C 2.34 -1.96 -4.97
C 1.56 -0.59 -5.15
N 2.16 0.28 -6.17
C 1.29 1.43 -6.28
C -0.24 1.26 -6.71
O -0.72 2.52 -7.25
C -2.10 2.57 -7.27
H 3.86 -3.94 -4.27
H 5.14 -2.96 -3.67
H 4.89 -2.92 -5.30
H 1.71 -2.61 -4.37
H 2.53 -2.34 -5.97
H 1.21 -0.09 -4.25
H 0.63 -1.00 -5.54
H 2.94 0.64 -5.64
H 1.77 2.05 -7.04
H 1.24 2.05 -5.38
H -0.81 0.97 -5.83
H -0.31 0.56 -7.55
H -2.41 3.41 -7.89
H -2.54 2.62 -6.28
H -2.60 1.82 -7.88
O 0.04 -1.18 -1.07
H 0.49 -0.46 -1.50
H 0.44 -1.24 -0.21
O -0.69 1.41 0.94
H -1.02 1.24 0.06
H -1.37 1.05 1.52
*
```

---

DFT (the ωB97M-V functional and the def2-TZVPD basis) results for a molecular structure, C11H34Br2O9S.

Properties
Calculated total energy, Ha: -6662.72908
Lowest unoccupied orbital energy, eV: 0.1
E_HOMO, eV: -9.93

```
! wB97M-V def2-TZVPD RIJCOSX def2/J DEFGRID3
* xyz 0 1
C 2.79 2.24 0.29
C 1.60 1.31 0.13
Br 2.23 -0.56 -0.04
C 0.65 1.54 -1.06
Br 1.02 3.05 -2.19
S -1.09 1.63 -0.57
C -1.25 2.47 1.20
O -1.20 3.67 1.13
O -1.41 1.62 2.07
H 3.57 1.69 0.78
H 2.53 3.04 0.96
H 3.21 2.59 -0.64
H 1.07 1.31 1.06
H 0.70 0.67 -1.70
H -1.49 0.35 -0.42
C -0.12 -3.39 0.95
O 0.42 -3.49 -0.37
H 0.33 -2.53 1.43
H -1.20 -3.25 0.90
H 0.11 -4.29 1.52
H 0.01 -4.26 -0.79
C 5.94 -0.27 1.46
O 5.60 0.93 2.16
H 5.04 -0.59 0.94
H 6.72 -0.07 0.72
H 6.26 -1.05 2.15
H 6.38 1.23 2.63
C -3.34 -2.27 -1.88
O -3.10 -0.92 -1.46
H -2.69 -2.47 -2.73
H -3.11 -2.97 -1.08
H -4.38 -2.39 -2.20
H -3.68 -0.74 -0.71
C -0.67 -3.68 -5.29
O -0.55 -4.11 -3.94
H -1.67 -3.93 -5.63
H -0.53 -2.60 -5.38
H 0.06 -4.19 -5.93
H 0.34 -3.88 -3.64
C -5.15 2.17 2.51
O -4.72 1.16 1.61
H -6.23 2.21 2.51
H -4.79 1.95 3.52
H -4.76 3.15 2.20
H -3.76 1.17 1.64
C 3.66 -1.88 -3.45
O 4.05 -0.59 -3.00
H 4.31 -2.15 -4.28
H 3.78 -2.63 -2.65
H 2.63 -1.88 -3.80
H 3.47 -0.36 -2.26
C -3.06 4.67 5.27
O -2.99 3.29 4.94
H -3.83 4.80 6.02
H -2.11 5.02 5.68
H -3.31 5.27 4.40
H -2.30 3.18 4.28
*
```

---

DFT (the ωB97M-V functional and the def2-TZVPD basis) results for 3 unconnected molecules or ions with the total composition C5H9NO.

Properties
Structure (SMILES): C=C(C)C#N.[H][H].C=O
Calculated total energy, Ha: -325.80315
ΔE to the lowest compared entry with this formula, charge and spin, kJ/mol: 352.9
Lowest unoccupied orbital energy, eV: 0.1
E_HOMO, eV: -10.27

```
! wB97M-V def2-TZVPD RIJCOSX def2/J DEFGRID3
* xyz 0 1
C 0.62 1.57 -0.57
C 0.97 0.21 0.00
C 1.12 -0.88 -0.75
C -1.77 -0.05 0.95
O -2.45 -0.48 0.05
C 1.22 0.11 1.42
N 1.42 0.03 2.56
H -0.21 1.48 -1.29
H 0.33 2.28 0.21
H 1.49 1.98 -1.09
H 0.97 -0.83 -1.83
H -0.74 -2.08 -1.26
H 1.38 -1.84 -0.33
H -1.32 -0.68 1.73
H -1.56 1.04 1.03
H -1.40 -1.85 -0.99
*
```

---

DFT (the ωB97M-V functional and the def2-TZVPD basis) results for a single C7H7Cl molecule.

Properties
Structure (SMILES): C#C/C(C)=C\C=C/Cl
Calculated total energy, Ha: -730.90744
ΔE to the lowest compared entry with this formula, charge and spin, kJ/mol: 544.3
Lowest unoccupied orbital energy, eV: 0.2
E_HOMO, eV: -8.47

```
! wB97M-V def2-TZVPD RIJCOSX def2/J DEFGRID3
* xyz 0 1
C 2.04 -0.12 0.96
C 0.76 -0.02 0.29
C 0.05 -1.08 -0.24
C -1.24 -1.03 -0.78
C -2.28 -0.36 -0.26
C 0.22 1.24 -0.26
C 0.09 2.37 -0.84
H 2.99 0.60 0.71
H 1.87 -0.15 2.29
H 2.47 -1.31 0.72
H 0.33 -2.15 -0.14
H -1.58 -1.53 -1.86
H -3.43 -0.44 -0.59
H -0.07 3.37 -1.09
Cl -2.22 0.62 1.09
*
```

---

DFT (the ωB97M-V functional and the def2-TZVPD basis) results for 12 unconnected molecules or ions with the total composition C2H25O13.

Properties
Calculated total energy, Ha: -1069.44895
ΔE to the lowest compared entry with this formula, charge and spin, kJ/mol: 71.4
Lowest unoccupied orbital energy, eV: 2.2
E_HOMO, eV: -6.90

```
! wB97M-V def2-TZVPD RIJCOSX def2/J DEFGRID3
* xyz -1 1
C -1.35 1.06 0.37
C 0.06 0.78 -0.13
O 0.66 1.73 -0.71
O 0.57 -0.37 -0.01
H -1.34 1.77 1.19
H -1.68 0.11 0.80
H -1.97 1.31 -0.48
O -3.34 -1.86 1.97
H -3.30 -1.39 1.13
H -2.61 -2.49 1.93
O 3.53 0.96 -0.81
H 2.56 0.88 -0.86
H 3.83 0.43 -1.56
O -1.12 -0.02 3.89
H -1.29 0.06 4.83
H -1.84 0.46 3.46
O -0.01 -2.08 2.20
H 0.26 -1.56 1.43
H -0.14 -1.43 2.90
O 3.15 -1.61 1.54
H 2.38 -1.48 0.97
H 3.69 -0.83 1.39
O 0.25 -3.26 -0.72
H -0.60 -3.56 -0.38
H 0.35 -2.37 -0.34
O 2.45 2.11 1.91
H 1.99 1.44 2.42
H 2.48 1.75 1.01
O 1.73 3.21 -3.06
H 1.10 3.07 -3.77
H 1.31 2.78 -2.29
O 1.23 -1.07 -2.99
H 0.43 -1.52 -3.29
H 1.02 -0.81 -2.07
O -3.71 -1.24 -1.06
H -3.41 -0.64 -1.75
H -3.73 -2.11 -1.48
O -1.35 2.96 -2.51
H -1.37 2.36 -3.26
H -0.86 2.48 -1.82
*
```

---

Which formula does entry 6 have? C5H9NO

---

Look up the calculated total energy of the first one. -109.46315 Ha

---

calculated total energy of number 2 (C7H10O)? -347.68390 Ha

---

Among the records above, which one has the highest calculated total energy? N2